[1]
DFT (ωB97M-V/def2-TZVPD) results for one molecule with the formula C4H9NOS at a distorted geometry.

Structure (ORCA input):
```
! wB97M-V def2-TZVPD RIJCOSX def2/J DEFGRID3
* xyz 0 1
C 0.31936 -0.12339 2.28124
C -0.63593 0.71540 -1.60669
C -0.41023 1.82299 -0.66597
C 0.32449 0.53600 -0.45145
N 0.30930 -2.19477 -0.01026
O -1.73635 -0.60941 0.79622
S -0.29305 -0.62617 0.74688
H 0.09707 -0.79470 3.03996
H 1.37757 -0.23405 1.87688
H -1.44258 -0.00469 -1.49479
H -0.00558 0.53187 -2.46754
H 0.17594 2.62569 -0.89551
H -1.06001 2.09417 0.17352
H 1.33122 0.52856 -0.50519
H 0.17204 -2.03748 -1.02808
H -0.54796 -2.74304 0.33600
*
```

Structure (SMILES): C=[S@@](N)(=O)C1CC1
Energy above the lowest of the compared OMol25 structures with the same formula, charge and spin (kcal per mole): 135.2
Molar mass (g mol⁻¹): 119.19
Gap between HOMO and LUMO (eV): 8.938



[2]
DFT (ωB97M-V/def2-TZVPD) results for one molecule with the formula C4H9NOS at a distorted geometry.

Structure (ORCA input):
```
! wB97M-V def2-TZVPD RIJCOSX def2/J DEFGRID3
* xyz 0 1
C -0.36115 0.43251 -0.37386
C 0.15820 -0.50494 0.70829
C 1.11699 -2.64154 1.69442
C 0.65674 -1.74889 0.55777
N -1.38436 3.43905 -2.06696
O 0.19556 1.79773 -0.47858
S -0.78389 3.21687 -0.50846
H -0.20028 -0.01158 -1.41952
H -1.48305 0.65292 -0.39231
H 0.06633 -0.17949 1.67804
H 0.35338 -2.73437 2.46810
H 1.94516 -2.04160 2.15589
H 1.29663 -3.67822 1.45036
H 0.96850 -1.97531 -0.51742
H -0.50066 3.27419 -2.69813
H -2.04409 2.70265 -2.25764
*
```

Structure (SMILES): C/C=C/COSN
Energy above the lowest of the compared OMol25 structures with the same formula, charge and spin (kcal per mole): 76.3
Molar mass (g mol⁻¹): 119.19
Gap between HOMO and LUMO (eV): 9.546



[3]
DFT (ωB97M-V/def2-TZVPD) results for one molecule with the formula C4H9NOS at a distorted geometry.

Structure (ORCA input):
```
! wB97M-V def2-TZVPD RIJCOSX def2/J DEFGRID3
* xyz 0 1
C 0.13258 -1.26296 2.05127
C -0.90368 1.09034 0.91574
C 0.40451 1.34695 0.25204
C 0.30950 -0.47387 -2.61202
H 0.27636 -1.76078 3.01937
H -0.59232 -1.89058 1.48148
H 1.03650 -1.17209 1.44361
H -1.41285 2.06943 1.05621
H -1.55402 0.39893 0.36712
H 1.09019 2.14050 0.71595
H -0.41841 -1.19776 -2.96680
H 1.31126 -0.85218 -2.61490
H 0.27044 0.32570 -3.42053
N 0.74913 0.94380 -0.86947
O -0.14698 -0.03138 -1.34518
S -0.55220 0.32596 2.52611
*
```

Structure (SMILES): CO/N=C\CSC
Energy above the lowest of the compared OMol25 structures with the same formula, charge and spin (kcal per mole): 72.2
Molar mass (g mol⁻¹): 119.19
Gap between HOMO and LUMO (eV): 9.564



[4]
DFT (ωB97M-V/def2-TZVPD) results for one molecule with the formula C4H9NOS at a distorted geometry.

Structure (ORCA input):
```
! wB97M-V def2-TZVPD RIJCOSX def2/J DEFGRID3
* xyz 0 1
C 0.37716 0.13537 0.38539
C 1.92633 0.12099 0.40950
S 2.50977 0.39252 2.10226
C -0.13374 0.14695 -1.02958
N -1.51244 0.01999 -1.27764
C -2.34472 -0.51152 -0.19277
O 0.61684 0.19916 -1.97602
H -0.06191 -0.66933 0.96490
H 0.06390 1.07163 0.86244
H 2.20911 -0.87305 0.07974
H 2.33188 0.90171 -0.20785
H 3.28606 1.46886 1.85676
H -1.55641 -0.46826 -2.17291
H -2.38567 0.19055 0.63481
H -3.32892 -0.66158 -0.63167
H -1.99722 -1.46398 0.19264
*
```

Structure (SMILES): CNC(=O)CCS
Energy above the lowest of the compared OMol25 structures with the same formula, charge and spin (kcal per mole): 16.2
Molar mass (g mol⁻¹): 119.19
Gap between HOMO and LUMO (eV): 9.908



[5]
DFT (ωB97M-V/def2-TZVPD) results for a 2-piece molecular cluster, C4H9NOS overall at a distorted geometry.

Structure (ORCA input):
```
! wB97M-V def2-TZVPD RIJCOSX def2/J DEFGRID3
* xyz 0 3
C 0.27916 1.52418 0.29511
C -0.07835 2.30178 -1.01190
C -0.06081 -1.97938 0.11682
C -0.11348 -1.29797 1.41688
N -0.91343 0.78211 0.79496
O 0.47166 2.44361 1.34213
S -0.98272 1.84827 2.03812
H 1.09106 0.93024 0.10851
H -0.90423 2.98109 -0.83898
H -0.35421 1.80820 -1.97600
H 0.84207 2.82036 -1.26052
H -1.05540 -2.54233 0.03370
H 0.11671 -1.17702 -0.59916
H 0.69906 -2.86175 0.12085
H -0.89191 -1.44525 2.25869
H 0.76072 -0.94048 2.02098
*
```

Energy above the lowest of the compared OMol25 structures with the same formula, charge and spin (kcal per mole): 60.6
Molar mass (g mol⁻¹): 119.19
Gap between HOMO and LUMO (spin up / spin down) (eV): 6.325 / 9.617



[6]
DFT (ωB97M-V/def2-TZVPD) results for one molecule with the formula C4H9NOS2 at a distorted geometry.

Structure (ORCA input):
```
! wB97M-V def2-TZVPD RIJCOSX def2/J DEFGRID3
* xyz 0 1
S -0.49022 1.36350 3.12415
S 0.64283 1.11000 1.45321
C -0.46544 0.32904 0.25755
C -0.02738 -1.11287 -0.11806
N 0.72268 -1.17554 -1.34158
C 0.17011 -1.22927 -2.58716
C -1.27793 -0.85684 -2.79873
O 0.86613 -1.46499 -3.56422
H -1.06312 2.55405 2.86368
H -0.51001 0.91191 -0.66461
H -1.47393 0.31828 0.67349
H -0.89900 -1.76812 -0.16010
H 0.55474 -1.47601 0.72763
H 1.69395 -1.45184 -1.34460
H -2.02664 -1.00082 -2.01557
H -1.61456 -1.49762 -3.61616
H -1.31335 0.15973 -3.14467
*
```

Structure (SMILES): CC(=O)NCCSS
Energy above the lowest of the compared OMol25 structures with the same formula, charge and spin (kcal per mole): 3.8
Molar mass (g mol⁻¹): 151.26
Gap between HOMO and LUMO (eV): 9.685



[7]
DFT (ωB97M-V/def2-TZVPD) results for an isolated ion of composition C4H9NP and charge +1 at a distorted geometry.

Structure (ORCA input):
```
! wB97M-V def2-TZVPD RIJCOSX def2/J DEFGRID3
* xyz 1 1
C -0.46764 0.28251 -0.22278
C 0.80336 0.21393 -0.40638
C 3.08440 0.24222 0.92462
C -1.88593 0.49335 0.04693
N -2.79423 -0.60371 -0.59745
P 2.48216 0.51352 -0.81907
H 2.61746 1.00961 1.57899
H 4.16932 0.32678 0.96941
H 2.76117 -0.84586 1.29859
H -2.09186 0.21383 1.11275
H -2.37171 1.36073 -0.46679
H -2.54876 -0.56819 -1.59718
H -3.72185 -0.31873 -0.46653
H -2.68581 -1.53328 -0.15724
H 2.64991 -0.78669 -1.19787
*
```

Structure (SMILES): CPC#CC[NH3+]
Energy above the lowest of the compared OMol25 structures with the same formula, charge and spin (kcal per mole): 58.3
Molar mass (g mol⁻¹): 102.10
Gap between HOMO and LUMO (eV): 8.567



[8]
DFT (ωB97M-V/def2-TZVPD) results for one molecule with the formula C4H9NS at a distorted geometry.

Structure (ORCA input):
```
! wB97M-V def2-TZVPD RIJCOSX def2/J DEFGRID3
* xyz 0 1
C -1.13397 -0.63630 -0.81620
C -1.00813 -0.66934 0.77989
C 1.10016 1.16766 0.63118
C 2.10262 1.86516 1.07259
H 0.22248 -1.95204 -1.40058
H -1.08724 -1.79043 -2.46306
H -2.14977 -0.32261 -1.15145
H -0.43271 0.10825 -1.14081
H -1.66688 0.16462 1.11310
H -1.47780 -1.58167 1.18594
H 0.55198 1.53469 -0.26042
H 2.67772 1.58669 1.97913
H 2.46068 2.75618 0.52252
N -0.82840 -1.90831 -1.47556
S 0.66926 -0.32257 1.42373
*
```

Structure (SMILES): C=CSCCN
Energy above the lowest of the compared OMol25 structures with the same formula, charge and spin (kcal per mole): 34.5
Molar mass (g mol⁻¹): 103.19
Gap between HOMO and LUMO (eV): 9.318